Arrangement i

Computed, not measured: a gas-phase ion, C4H9N2 (charge +1), with the ωB97M-V functional and the def2-TZVPD basis.

CARTESIAN COORDINATES (ANGSTROEM)
C: 2.86 -0.09 -0.07
C: 0.51 0.49 0.18
C: -0.63 -1.61 0.03
C: -1.93 0.40 -0.11
N: -0.66 -0.34 -0.05
N: 1.63 -0.31 -0.09
H: 3.48 -0.88 -0.04
H: 3.22 0.99 -0.18
H: 0.50 1.60 -0.24
H: 0.40 0.77 1.24
H: 0.35 -2.16 0.37
H: -1.41 -2.18 -0.22
H: -2.75 0.14 0.50
H: -1.76 1.56 0.06
H: -2.25 0.48 -1.14

For the HOMO energy (alpha / beta), the calculation gives -9.982 / -15.048 eV. Its expectation value of S² is 2.01. As for the multiplicity: 3. The value obtained for the gap between HOMO and LUMO (alpha / beta) is 4.5 / 6.5 eV. As for the total charge: +1.

Löwdin atomic charge list, values in e, 8 entries: number 1, C, carries 0.149; number 2, C, carries -0.157; number 3, C, carries 0.009; number 4, C, carries -0.019; number 5, N, carries -0.251; number 6, N, carries 0.151; number 7, H, carries 0.081; number 8, H, carries 0.172

=====

Arrangement ii

Computed, not measured: a gas-phase ion, C4H9N2 (charge +1), with the ωB97M-V functional and the def2-TZVPD basis.

CARTESIAN COORDINATES (ANGSTROEM)
C: 0.61 -0.71 -1.79
C: 1.06 -1.41 -3.05
C: -0.98 -0.29 0.05
C: -0.60 0.23 1.45
N: 0.20 -0.06 -0.68
N: 0.57 1.14 1.29
H: 0.95 -0.87 -3.98
H: 1.71 -2.17 -2.98
H: -1.23 -1.36 -0.20
H: -1.83 0.29 -0.29
H: -0.24 -0.72 1.97
H: -1.47 0.72 1.91
H: 1.31 1.04 1.93
H: 0.78 0.51 -0.01
H: 0.53 2.16 1.31

For the HOMO energy (alpha / beta), the calculation gives -11.668 / -15.083 eV. Its expectation value of S² is 2.01. As for the multiplicity: 3. The value obtained for the gap between HOMO and LUMO (alpha / beta) is 7.0 / 8.2 eV. As for the total charge: +1.

Löwdin atomic charge list, values in e, 8 entries: number 1, C, carries 0.192; number 2, C, carries 0.161; number 3, C, carries -0.168; number 4, C, carries -0.142; number 5, N, carries -0.006; number 6, N, carries 0.019; number 7, H, carries 0.083; number 8, H, carries 0.018

=====

Which is most stable, and by how much? arrangement ii, by 0.065 eV.

=====

Arrangement i

Computed, not measured: 12 unconnected molecules or ions with the total composition C21H69N21O12, with the ωB97M-V functional and the def2-TZVPD basis.

CARTESIAN COORDINATES (ANGSTROEM)
C: 0.64 -3.12 0.34
O: -0.14 -2.27 1.19
C: 0.13 -0.89 0.91
C: -0.40 -0.30 -0.39
C: 0.13 1.16 -0.48
N: -1.87 -0.27 -0.38
H: 0.47 -4.13 0.71
H: 1.72 -2.96 0.29
H: 0.31 -3.07 -0.70
H: -0.19 -0.35 1.81
H: 1.20 -0.69 1.00
H: -0.11 -0.71 -1.36
H: 1.19 1.13 -0.76
H: -0.14 1.61 0.47
H: -0.37 1.72 -1.27
H: -2.25 -1.18 -0.14
H: -2.10 0.33 0.41
C: 5.38 -2.74 4.83
O: 5.22 -2.75 3.39
C: 3.95 -2.29 2.98
C: 4.06 -0.99 2.12
C: 4.76 -1.19 0.77
N: 4.60 0.11 2.96
H: 4.54 -3.28 5.28
H: 5.31 -1.72 5.21
H: 6.34 -3.18 5.09
H: 3.44 -3.09 2.42
H: 3.19 -2.18 3.76
H: 3.04 -0.66 1.94
H: 5.02 -0.27 0.25
H: 4.21 -1.85 0.11
H: 5.77 -1.61 0.87
H: 5.62 0.16 2.86
H: 4.58 -0.38 3.85
C: -4.29 -3.60 -2.41
O: -3.58 -4.62 -1.69
C: -3.15 -4.29 -0.39
C: -3.76 -5.28 0.60
C: -3.25 -5.01 2.00
N: -3.22 -6.65 0.28
H: -4.69 -3.97 -3.35
H: -3.57 -2.79 -2.48
H: -5.15 -3.27 -1.83
H: -2.07 -4.17 -0.30
H: -3.57 -3.31 -0.10
H: -4.85 -5.36 0.53
H: -3.74 -4.16 2.47
H: -2.18 -4.80 1.97
H: -3.56 -5.76 2.72
H: -2.25 -6.53 0.57
H: -3.07 -6.73 -0.72
N: 4.90 -2.59 -3.11
C: 4.02 -3.34 -2.40
N: 4.71 -4.33 -1.71
O: 2.81 -3.26 -2.43
H: 5.90 -2.61 -3.01
H: 4.48 -1.75 -3.46
H: 4.32 -4.95 -1.02
H: 5.70 -4.19 -1.69
N: -5.05 -2.00 3.33
C: -4.79 -1.16 2.30
N: -3.59 -0.51 2.39
O: -5.57 -0.94 1.38
H: -4.53 -1.97 4.18
H: -5.91 -2.50 3.15
H: -3.62 0.36 1.88
H: -2.93 -0.73 3.10
N: 1.42 6.78 -1.19
C: 0.44 6.02 -0.66
N: 0.78 4.71 -0.59
O: -0.69 6.45 -0.41
H: 1.22 7.76 -1.30
H: 2.31 6.37 -1.41
H: 0.17 4.04 -0.15
H: 1.78 4.51 -0.62
N: -1.38 4.05 1.18
C: -2.39 3.28 0.71
N: -3.02 3.86 -0.33
O: -2.56 2.11 1.07
H: -1.24 4.97 0.79
H: -0.74 3.62 1.85
H: -3.00 4.86 -0.44
H: -3.76 3.34 -0.79
N: 1.84 -0.88 -3.54
C: 0.84 -0.13 -4.00
N: -0.30 -0.86 -4.17
O: 0.97 1.07 -4.30
H: 2.74 -0.48 -3.37
H: 1.67 -1.84 -3.30
H: -0.22 -1.86 -4.20
H: -1.17 -0.45 -4.48
N: -1.11 3.82 -3.43
C: -2.17 4.56 -3.88
N: -2.09 5.86 -3.53
O: -3.10 4.14 -4.58
H: -0.98 2.89 -3.79
H: -0.47 4.17 -2.74
H: -1.51 6.14 -2.76
H: -2.92 6.40 -3.71
N: -3.71 1.38 -4.79
C: -3.46 0.53 -3.76
N: -3.11 1.25 -2.68
O: -3.61 -0.70 -3.83
H: -4.07 1.13 -5.69
H: -3.49 2.34 -4.53
H: -2.97 2.24 -2.66
H: -2.76 0.73 -1.87
N: -0.03 2.99 5.06
C: -0.35 2.48 3.85
N: -1.57 1.85 3.86
O: 0.38 2.57 2.86
H: -0.51 2.60 5.85
H: 0.80 3.53 5.22
H: -1.92 1.61 2.94
H: -2.14 2.05 4.66
N: 3.20 2.47 1.49
C: 4.00 3.08 0.59
N: 5.19 2.47 0.43
O: 3.68 4.09 -0.04
H: 2.20 2.56 1.42
H: 3.56 1.74 2.10
H: 5.74 2.85 -0.32
H: 5.40 1.57 0.81

For the HOMO energy, the calculation gives -8.534 eV. The value obtained for the gap between HOMO and LUMO is 8.5 eV. As for the SMILES: COC[C@H](C)N.COC[C@H](C)N.COC[C@H](C)N.NC(N)=O.NC(N)=O.NC(N)=O.NC(N)=O.NC(N)=O.NC(N)=O.NC(N)=O.NC(N)=O.NC(N)=O. As for the total charge: 0.

Löwdin atomic charge list, values in e, 8 entries: number 1, C, carries -0.109; number 2, O, carries -0.182; number 3, C, carries -0.190; number 4, C, carries -0.381; number 5, C, carries -0.048; number 6, N, carries 0.062; number 7, H, carries 0.084; number 8, H, carries 0.064

=====

Arrangement ii

Computed, not measured: 12 unconnected molecules or ions with the total composition C21H69N21O12, with the ωB97M-V functional and the def2-TZVPD basis.

CARTESIAN COORDINATES (ANGSTROEM)
C: -2.24 -4.50 -6.10
O: -2.25 -4.43 -4.71
C: -2.62 -3.18 -4.17
C: -1.31 -2.36 -3.91
C: -0.36 -3.14 -3.00
N: -1.70 -1.04 -3.34
H: -3.21 -4.49 -6.61
H: -1.84 -5.48 -6.38
H: -1.47 -3.80 -6.44
H: -3.34 -2.64 -4.80
H: -3.16 -3.34 -3.23
H: -0.90 -2.25 -4.92
H: -0.96 -3.69 -2.27
H: 0.32 -2.54 -2.40
H: 0.26 -3.80 -3.61
H: -2.63 -0.91 -3.73
H: -1.10 -0.32 -3.74
C: -5.65 1.11 2.33
O: -4.42 0.41 2.20
C: -3.51 1.07 1.29
C: -3.92 1.09 -0.17
C: -4.20 -0.35 -0.69
N: -2.88 1.68 -0.99
H: -6.29 1.10 1.44
H: -5.48 2.16 2.55
H: -6.23 0.74 3.17
H: -3.15 2.03 1.68
H: -2.62 0.43 1.33
H: -4.84 1.66 -0.32
H: -3.29 -0.94 -0.75
H: -4.69 -0.33 -1.66
H: -4.83 -0.87 0.03
H: -2.07 1.07 -0.88
H: -2.58 2.58 -0.62
C: 3.24 -0.40 4.34
O: 2.06 0.36 4.15
C: 0.84 -0.36 4.23
C: -0.42 0.48 4.13
C: -0.56 1.37 5.38
N: -1.60 -0.36 4.07
H: 3.22 -1.13 3.52
H: 3.23 -0.99 5.26
H: 4.16 0.17 4.27
H: 0.86 -1.08 3.40
H: 0.83 -0.88 5.19
H: -0.36 1.12 3.24
H: -1.25 2.16 5.09
H: 0.36 1.89 5.66
H: -0.90 0.79 6.23
H: -1.50 -1.05 3.31
H: -2.43 0.11 3.73
N: 0.51 0.63 0.82
C: 0.33 0.29 -0.47
N: -0.66 -0.62 -0.64
O: 0.89 0.81 -1.46
H: -0.31 0.43 1.38
H: 1.08 1.43 1.06
H: -0.89 -0.92 -1.59
H: -1.14 -1.14 0.08
N: 3.04 -0.99 1.30
C: 4.13 -1.63 1.79
N: 5.10 -1.76 0.82
O: 4.22 -2.05 2.94
H: 3.10 -0.41 0.47
H: 2.29 -0.72 1.91
H: 5.66 -2.57 1.06
H: 4.89 -1.45 -0.12
N: 3.01 5.40 -2.22
C: 3.40 4.13 -1.92
N: 2.44 3.19 -2.21
O: 4.49 3.83 -1.46
H: 3.62 6.14 -1.94
H: 2.15 5.54 -2.71
H: 1.54 3.49 -2.53
H: 2.70 2.23 -2.02
N: 0.45 4.18 -0.02
C: -0.80 4.15 0.48
N: -0.87 3.92 1.81
O: -1.83 4.27 -0.20
H: 1.17 3.85 0.63
H: 0.64 4.39 -0.97
H: -1.79 3.85 2.22
H: -0.09 3.76 2.41
N: 2.34 -5.05 2.04
C: 1.36 -4.18 2.38
N: 1.22 -3.17 1.48
O: 0.55 -4.42 3.29
H: 2.41 -5.95 2.49
H: 2.90 -4.92 1.22
H: 1.91 -2.95 0.79
H: 0.31 -2.71 1.55
N: -1.88 2.53 -5.24
C: -0.90 1.95 -4.47
N: -1.03 2.09 -3.14
O: -0.02 1.25 -4.99
H: -2.42 3.30 -4.90
H: -1.82 2.31 -6.21
H: -1.77 2.66 -2.77
H: -0.31 1.64 -2.59
N: 2.48 -0.59 -3.29
C: 3.66 -1.08 -2.85
N: 4.35 -1.69 -3.86
O: 4.13 -1.02 -1.71
H: 2.21 -0.82 -4.22
H: 1.80 -0.12 -2.68
H: 4.03 -1.86 -4.80
H: 5.28 -2.02 -3.68
N: -2.19 -4.10 2.11
C: -2.35 -2.78 1.88
N: -3.64 -2.37 1.87
O: -1.37 -2.01 1.74
H: -1.22 -4.34 2.29
H: -2.96 -4.71 2.28
H: -3.86 -1.37 1.89
H: -4.38 -3.03 1.98
N: 4.15 4.05 1.59
C: 3.15 3.32 2.15
N: 3.14 3.38 3.50
O: 2.28 2.69 1.52
H: 4.75 4.43 2.29
H: 4.35 4.21 0.61
H: 2.41 2.95 4.04
H: 3.84 3.94 3.92

For the HOMO energy, the calculation gives -7.641 eV. The value obtained for the gap between HOMO and LUMO is 8.1 eV. As for the SMILES: COC[C@H](C)N.COC[C@H](C)N.COC[C@H](C)N.NC(N)=O.NC(N)=O.NC(N)=O.NC(N)=O.NC(N)=O.NC(N)=O.NC(N)=O.NC(N)=O.NC(N)=O. As for the total charge: 0.

Löwdin atomic charge list, values in e, 8 entries: number 1, C, carries -0.115; number 2, O, carries -0.189; number 3, C, carries -0.208; number 4, C, carries -0.387; number 5, C, carries -0.047; number 6, N, carries 0.057; number 7, H, carries 0.090; number 8, H, carries 0.088

=====

Which is most stable, and by how much? arrangement ii, by 0.202 eV.

=====

Arrangement i

Computed, not measured: 3 unconnected molecules or ions with the total composition C4H14NO2, with the ωB97M-V functional and the def2-TZVPD basis.

CARTESIAN COORDINATES (ANGSTROEM)
C: 1.94 0.19 2.20
C: 1.77 -0.53 0.88
C: 0.41 -1.30 0.91
C: -1.07 -1.21 -1.08
N: -0.52 -0.67 -0.08
H: 1.52 1.21 2.24
H: 3.00 0.34 2.26
H: 1.48 -0.26 3.24
H: 2.62 -1.28 0.88
H: 1.71 0.23 0.02
H: -0.09 -0.82 1.90
H: 0.24 -2.41 0.84
H: -0.93 -2.35 -1.25
H: -1.83 -0.70 -1.89
H: -0.59 0.35 0.08
H: -2.18 1.57 1.37
H: -1.64 2.52 0.29
O: -1.44 1.71 0.77
H: -1.14 1.79 -3.24
H: 0.14 1.05 -3.81
O: -0.68 0.86 -3.26

For the HOMO energy, the calculation gives -15.186 eV. The value obtained for the gap between HOMO and LUMO is 11.4 eV. As for the total charge: +1.

Löwdin atomic charge list, values in e, 8 entries: number 1, C, carries -0.150; number 2, C, carries -0.226; number 3, C, carries -0.123; number 4, C, carries 0.111; number 5, N, carries -0.029; number 6, H, carries 0.072; number 7, H, carries 0.065; number 8, H, carries 0.141

=====

Arrangement ii

Computed, not measured: 2 unconnected molecules or ions with the total composition C4H14NO2, with the ωB97M-V functional and the def2-TZVPD basis.

CARTESIAN COORDINATES (ANGSTROEM)
O: -0.05 2.28 0.26
C: 0.33 1.30 1.13
C: 0.70 -0.03 0.48
N: -0.37 -0.51 -0.47
C: -0.37 -1.96 -0.80
C: 1.12 -1.07 1.49
H: 0.64 2.62 -0.32
H: 1.15 1.58 1.80
H: -0.46 1.05 1.87
H: 1.58 0.19 -0.14
H: -0.45 -0.03 -1.37
H: -1.27 -0.27 -0.04
H: -0.91 -2.07 -1.74
H: 0.63 -2.38 -0.85
H: -0.91 -2.51 -0.07
H: 1.87 -0.67 2.15
H: 1.56 -1.92 0.96
H: 0.28 -1.45 2.09
H: -2.45 1.96 -1.89
H: -1.04 2.32 -2.42
O: -1.59 1.58 -2.13

For the HOMO energy, the calculation gives -14.663 eV. The value obtained for the gap between HOMO and LUMO is 11.7 eV. As for the total charge: +1.

Löwdin atomic charge list, values in e, 8 entries: number 1, O, carries -0.018; number 2, C, carries -0.253; number 3, C, carries -0.313; number 4, N, carries 0.047; number 5, C, carries 0.006; number 6, C, carries -0.032; number 7, H, carries 0.110; number 8, H, carries 0.139

=====

Arrangement iii

Computed, not measured: 2 unconnected molecules or ions with the total composition C4H14NO2, with the ωB97M-V functional and the def2-TZVPD basis.

CARTESIAN COORDINATES (ANGSTROEM)
C: -1.29 -0.29 1.23
C: -1.01 -0.02 -0.31
C: -0.02 -1.00 -0.93
C: 0.54 -0.38 -2.26
O: 1.31 0.68 -1.81
N: -0.04 -0.45 2.03
H: -1.79 -1.19 1.31
H: -2.10 0.59 1.60
H: -2.08 -0.22 -0.78
H: -0.46 0.97 -0.50
H: -0.59 -1.94 -1.17
H: 0.79 -1.21 -0.13
H: 1.33 -1.28 -2.69
H: -0.28 -0.34 -3.00
H: 0.69 1.50 -1.98
H: 0.76 -0.21 1.50
H: 0.07 -1.45 2.53
H: -0.06 0.23 2.77
H: 1.19 2.52 1.56
H: 1.76 1.69 0.12
O: 1.28 1.80 0.92

For the HOMO energy, the calculation gives -13.791 eV. The value obtained for the gap between HOMO and LUMO is 10.3 eV. As for the total charge: +1.

Löwdin atomic charge list, values in e, 8 entries: number 1, C, carries -0.149; number 2, C, carries -0.209; number 3, C, carries -0.227; number 4, C, carries -0.276; number 5, O, carries -0.115; number 6, N, carries 0.155; number 7, H, carries 0.081; number 8, H, carries 0.202

=====

Arrangement iv

Computed, not measured: 2 unconnected molecules or ions with the total composition C4H14NO2, with the ωB97M-V functional and the def2-TZVPD basis.

CARTESIAN COORDINATES (ANGSTROEM)
O: -0.42 2.01 -0.46
C: 0.29 1.60 0.71
C: 0.46 0.06 0.76
N: -0.54 -0.61 -0.19
C: -0.09 -1.99 -0.52
C: 0.39 -0.42 2.25
H: -0.17 2.90 -0.74
H: 1.33 2.06 0.58
H: -0.26 2.01 1.62
H: 1.45 -0.30 0.36
H: -0.93 -0.13 -0.99
H: -1.41 -0.53 0.45
H: -0.86 -2.63 -0.91
H: 0.76 -2.04 -1.18
H: 0.26 -2.41 0.40
H: 0.91 0.38 2.86
H: 0.86 -1.42 2.29
H: -0.71 -0.54 2.50
H: -0.37 0.18 -3.93
H: -0.37 1.37 -2.85
O: -0.58 0.43 -3.00

For the HOMO energy, the calculation gives -14.845 eV. The value obtained for the gap between HOMO and LUMO is 12.0 eV. As for the total charge: +1.

Löwdin atomic charge list, values in e, 8 entries: number 1, O, carries -0.089; number 2, C, carries -0.180; number 3, C, carries -0.298; number 4, N, carries 0.030; number 5, C, carries 0.008; number 6, C, carries -0.024; number 7, H, carries 0.111; number 8, H, carries 0.153

=====

Which is most stable, and by how much? arrangement ii, by 0.485 eV.

=====

Arrangement i

Computed, not measured: 2 unconnected molecules or ions with the total composition C2H3F2O3S, with the ωB97M-V functional and the def2-TZVPD basis.

CARTESIAN COORDINATES (ANGSTROEM)
C: -0.97 0.36 -0.16
C: -0.53 -1.06 -0.33
O: 3.37 0.16 1.25
O: 3.34 1.62 -0.69
O: -2.20 0.59 0.67
F: -0.75 -1.87 0.85
F: -1.36 -1.72 -1.32
S: 2.80 0.41 -0.06
H: -1.27 0.71 -1.20
H: -0.20 1.10 0.03
H: -2.23 -0.30 0.97

For the HOMO energy (alpha / beta), the calculation gives -2.242 / -2.482 eV. The value obtained for the gap between HOMO and LUMO (alpha / beta) is 4.3 / 4.7 eV. As for the total charge: -1.

Löwdin atomic charge list, values in e, 8 entries: number 1, C, carries -0.256; number 2, C, carries -0.369; number 3, O, carries -0.475; number 4, O, carries -0.491; number 5, O, carries -0.130; number 6, F, carries -0.143; number 7, F, carries -0.149; number 8, S, carries 0.845

=====

Arrangement ii

Computed, not measured: 2 unconnected molecules or ions with the total composition C2H3F2O3S, with the ωB97M-V functional and the def2-TZVPD basis.

CARTESIAN COORDINATES (ANGSTROEM)
C: -1.46 -0.32 0.20
C: -0.65 0.54 1.02
O: 3.10 0.39 -0.17
O: 1.44 -1.18 -1.16
O: 1.94 0.95 -2.30
F: -2.41 -1.17 0.89
F: -1.32 1.38 1.88
S: 1.93 0.20 -1.07
H: -2.04 0.17 -0.50
H: -0.72 -0.99 -0.38
H: 0.19 0.02 1.59

For the HOMO energy (alpha / beta), the calculation gives -3.530 / -5.757 eV. The value obtained for the gap between HOMO and LUMO (alpha / beta) is 6.4 / 9.4 eV. As for the total charge: -1.

Löwdin atomic charge list, values in e, 8 entries: number 1, C, carries -0.207; number 2, C, carries -0.112; number 3, O, carries -0.447; number 4, O, carries -0.444; number 5, O, carries -0.421; number 6, F, carries -0.113; number 7, F, carries -0.046; number 8, S, carries 0.474

=====

Which is most stable, and by how much? arrangement ii, by 0.477 eV.